(1)
{"formula": "C29H22Cl3N2OPdS3", "method": "wB97M-V/def2-TZVPD", "species": ["Pd", "S", "C", "C", "C", "C", "C", "C", "S", "H", "H", "H", "H", "C", "C", "C", "C", "C", "C", "C", "H", "H", "H", "H", "H", "Cl", "C", "C", "C", "C", "C", "C", "N", "C", "C", "N", "C", "O", "C", "C", "C", "Cl", "S", "C", "C", "C", "Cl", "C", "H", "H", "H", "H", "H", "H", "H", "H", "H", "H", "H", "H", "H"], "coordinates": [[1.31117, 1.48061, 0.08351], [2.86975, 3.22088, -0.17641], [0.39191, 4.26240, 0.42754], [0.35281, 5.52290, 1.01799], [-0.56924, 6.48697, 0.63820], [-1.47848, 6.16647, -0.36378], [-1.46412, 4.91017, -0.93919], [-0.55307, 3.91049, -0.55505], [-0.67493, 2.30640, -1.24208], [1.07554, 5.75695, 1.79323], [-0.57550, 7.46239, 1.10926], [-2.21203, 6.89712, -0.68827], [-2.18872, 4.65325, -1.70375], [1.52696, 3.34212, 0.85379], [1.63525, 3.10918, 2.34252], [0.47162, 2.98202, 3.10061], [0.53174, 2.70082, 4.45764], [1.76138, 2.54987, 5.08760], [2.92528, 2.68294, 4.34139], [2.86132, 2.96308, 2.98319], [-0.48812, 3.08607, 2.60876], [-0.38724, 2.59573, 5.02227], [1.81086, 2.33393, 6.14839], [3.89262, 2.56864, 4.81738], [3.76104, 3.05732, 2.38742], [-5.38182, -5.15056, -4.73868], [-4.12474, -4.57449, -3.67957], [-3.75352, -3.24540, -3.71588], [-2.74365, -2.82232, -2.86120], [-2.10515, -3.68706, -1.97896], [-1.01449, -3.12089, -1.08452], [-1.38582, -3.05501, 0.39371], [-0.45465, -2.17518, 1.06685], [0.73784, -2.50579, 1.68150], [1.37774, -1.32229, 1.90306], [0.61528, -0.28374, 1.41971], [-0.46784, -0.82840, 0.93636], [0.19000, -3.84433, -1.18714], [1.08206, -3.36015, -2.19412], [1.84623, -2.13305, -1.80595], [3.05475, -2.14954, -1.17223], [3.83570, -3.55370, -0.53592], [3.72686, -0.61326, -0.92347], [2.40151, 0.14183, -1.69384], [1.48097, -0.78092, -2.11360], [-2.51862, -5.01450, -1.97238], [-1.81594, -6.19375, -0.89768], [-3.52187, -5.46982, -2.81666], [-4.23416, -2.55654, -4.39543], [-2.44112, -1.78146, -2.88323], [-0.85697, -2.08625, -1.40824], [-1.33441, -4.04376, 0.84457], [-2.39776, -2.66833, 0.51938], [1.01799, -3.53097, 1.85186], [2.33975, -1.14360, 2.35369], [-1.26287, -0.27856, 0.44983], [0.52911, -3.18021, -3.12308], [1.77059, -4.18431, -2.37314], [2.45812, 1.18233, -1.98079], [0.58558, -0.48766, -2.64643], [-3.82245, -6.50708, -2.79054]], "forces_ev_per_angstrom": [[-0.07, -0.24, -0.13], [0.99, 0.38, -0.12], [0.36, -0.15, 0.09], [-0.01, 0.21, 0.00], [0.03, -0.14, -0.02], [-0.02, 0.07, 0.02], [-0.04, -0.15, -0.09], [-0.04, 0.26, 0.21], [-0.22, -0.21, -0.05], [0.02, -0.04, -0.01], [0.00, -0.01, 0.00], [0.01, -0.01, -0.01], [0.00, 0.03, 0.01], [-1.07, 0.07, 0.51], [0.05, 0.11, -0.38], [-0.12, 0.00, 0.11], [0.03, 0.01, -0.09], [-0.01, 0.00, -0.01], [0.00, 0.02, -0.06], [0.09, -0.05, 0.07], [0.00, 0.01, -0.01], [0.01, 0.00, 0.01], [0.00, 0.00, -0.01], [-0.01, 0.00, 0.01], [0.00, 0.00, 0.02], [0.03, 0.03, 0.02], [-0.14, -0.09, -0.11], [0.15, 0.07, 0.12], [-0.15, 0.02, -0.17], [0.13, 0.12, 0.17], [-0.10, -0.06, -0.18], [0.10, 0.01, 0.09], [-0.01, -0.07, 0.15], [-0.08, 0.03, -0.11], [-0.05, -0.04, -0.09], [0.17, -0.03, 0.30], [-0.09, 0.07, -0.11], [0.11, 0.01, 0.03], [-0.08, -0.10, -0.01], [-0.16, 0.40, -0.17], [-0.04, -0.42, 0.20], [-0.03, 0.05, -0.05], [0.30, 0.21, 0.17], [-0.07, -0.17, -0.53], [0.06, -0.20, 0.11], [-0.11, -0.21, -0.04], [-0.01, 0.10, -0.04], [0.13, 0.03, 0.11], [0.00, -0.01, 0.00], [0.01, 0.00, 0.02], [0.02, 0.02, 0.03], [0.00, -0.01, -0.02], [-0.01, 0.02, -0.04], [-0.01, 0.02, 0.02], [-0.02, -0.01, 0.02], [0.00, 0.00, 0.01], [-0.02, 0.03, 0.01], [0.02, 0.01, 0.00], [-0.05, 0.06, 0.08], [0.02, -0.02, -0.04], [-0.01, 0.01, -0.02]], "lowdin_charge": [0.330, 0.597, -0.318, -0.068, -0.119, -0.128, -0.152, -0.683, 0.454, 0.114, 0.084, 0.086, 0.080, -0.817, -0.278, -0.045, -0.096, -0.120, -0.103, -0.072, 0.121, 0.093, 0.087, 0.091, 0.074, 0.657, -0.664, -0.092, -0.007, -0.174, -0.309, -0.070, -0.070, -0.062, -0.134, 0.009, -0.182, -0.113, -0.147, -0.315, -0.986, 0.638, 1.002, -0.513, -0.142, -0.562, 0.730, -0.135, 0.109, 0.128, 0.133, 0.110, 0.142, 0.116, 0.104, 0.110, 0.133, 0.114, 0.026, 0.108, 0.101], "lumo_ev": 2.029, "charge": -1}


(2)
{"formula": "C29H22InN9O3", "method": "wB97M-V/def2-TZVPD", "species": ["In", "C", "C", "N", "N", "C", "O", "C", "C", "C", "C", "C", "C", "C", "C", "C", "C", "C", "N", "H", "H", "H", "H", "H", "H", "H", "H", "H", "H", "H", "H", "O", "C", "N", "C", "C", "C", "C", "C", "C", "N", "C", "C", "C", "C", "C", "N", "H", "H", "H", "H", "H", "H", "H", "H", "H", "H", "O", "N", "C", "C", "N", "C", "N"], "coordinates": [[0.58723, 0.21288, -0.50228], [-3.70275, -0.85055, -1.58744], [-2.25761, -0.47512, -1.55051], [-1.61923, -0.22794, -0.46904], [-2.23826, -0.32492, 0.73712], [-1.33054, -0.37152, 1.71024], [-0.07331, -0.39031, 1.54789], [-1.86685, -0.39308, 3.09893], [-0.98842, -0.59171, 4.15903], [-1.46256, -0.60166, 5.46188], [-2.81470, -0.40672, 5.70995], [-3.69278, -0.20423, 4.65288], [-3.22201, -0.19884, 3.34947], [-1.47083, -0.41014, -2.80991], [-2.07002, -0.54551, -4.05400], [-1.28020, -0.47899, -5.18961], [0.08248, -0.27181, -5.06141], [0.60548, -0.14343, -3.78610], [-0.15043, -0.23137, -2.69743], [-4.07617, -0.94570, -0.57324], [-3.84467, -1.79423, -2.11788], [-4.28302, -0.08360, -2.10520], [0.06248, -0.73427, 3.94545], [-0.77633, -0.75751, 6.28406], [-3.18495, -0.41082, 6.72718], [-4.74584, -0.04659, 4.84652], [-3.89500, -0.04153, 2.51859], [-3.13772, -0.68891, -4.13245], [-1.72948, -0.57883, -6.16894], [0.72680, -0.19812, -5.92543], [1.65985, 0.04377, -3.61988], [4.70953, -0.04931, 0.29544], [3.54026, 0.28155, 0.14914], [2.63189, -0.31610, -0.64448], [3.02911, -1.57191, -1.23910], [1.99488, -2.65327, -1.00100], [2.32354, -3.99976, -1.12027], [1.35206, -4.95211, -0.88690], [0.07251, -4.54144, -0.53375], [-0.17450, -3.18740, -0.44150], [0.76199, -2.26598, -0.68137], [3.01572, 1.46294, 0.94499], [3.89827, 2.25928, 1.65494], [3.38950, 3.31107, 2.39552], [2.01928, 3.52436, 2.41805], [1.20856, 2.68208, 1.68367], [1.70049, 1.67802, 0.96099], [3.98701, -1.88776, -0.82209], [3.17854, -1.47199, -2.32175], [3.33680, -4.28242, -1.37463], [1.58882, -6.00550, -0.96338], [-0.71190, -5.25437, -0.32312], [-1.15097, -2.81471, -0.15190], [4.95314, 2.03441, 1.60279], [4.05374, 3.95930, 2.95164], [1.58314, 4.33436, 2.98514], [0.13314, 2.81465, 1.65954], [0.58378, 2.15774, -1.48702], [-0.46931, 2.92648, -1.47875], [-0.20633, 4.19827, -1.40227], [-1.30986, 5.12097, -1.40272], [-2.18564, 5.86459, -1.41046], [1.13851, 4.69908, -1.26741], [2.21371, 5.08614, -1.14641]], "forces_ev_per_angstrom": [[0.04, -0.24, 0.43], [-0.01, 0.00, 0.01], [0.00, 0.00, -0.06], [-0.05, 0.00, -0.13], [0.12, 0.00, -0.09], [-0.09, 0.10, 0.07], [-0.09, 0.11, -0.10], [0.04, -0.05, -0.01], [0.01, 0.00, 0.01], [-0.01, 0.01, -0.01], [0.02, -0.01, -0.01], [0.02, 0.00, -0.01], [-0.05, -0.02, 0.06], [0.00, 0.02, 0.08], [-0.05, 0.01, -0.06], [-0.02, -0.01, -0.04], [0.01, 0.03, -0.01], [-0.06, -0.02, 0.06], [0.03, 0.00, -0.08], [-0.01, 0.00, 0.00], [0.00, 0.01, -0.01], [0.01, 0.00, -0.01], [-0.01, 0.00, 0.00], [0.00, 0.00, 0.01], [0.00, 0.00, 0.00], [0.00, 0.00, 0.00], [0.01, 0.00, -0.01], [0.01, 0.00, 0.00], [0.00, 0.00, 0.00], [0.01, -0.01, 0.01], [0.01, 0.00, 0.00], [0.13, -0.04, 0.00], [-0.14, 0.04, -0.08], [0.07, -0.03, -0.01], [-0.08, 0.05, 0.07], [-0.01, 0.06, -0.05], [0.03, 0.00, 0.00], [-0.01, -0.03, 0.00], [0.01, -0.01, 0.00], [0.01, 0.05, 0.00], [0.07, 0.02, 0.05], [-0.08, 0.01, -0.03], [0.02, 0.02, -0.01], [0.02, 0.00, 0.01], [0.02, 0.04, 0.01], [-0.05, -0.04, -0.09], [0.17, -0.05, -0.04], [0.01, -0.01, -0.01], [0.00, -0.01, -0.02], [0.00, 0.00, 0.00], [0.00, 0.00, 0.00], [0.00, 0.00, 0.00], [0.00, 0.02, 0.00], [0.00, 0.00, 0.01], [-0.01, 0.01, 0.00], [0.00, 0.00, 0.00], [-0.01, -0.02, 0.02], [-0.07, 0.27, 0.04], [0.05, -0.16, 0.10], [-0.03, 0.13, 0.04], [0.16, -0.19, -0.07], [-0.01, 0.03, 0.03], [-0.12, -0.10, -0.09], [0.00, 0.03, 0.03]], "lowdin_charge": [0.866, -0.012, -0.250, -0.016, 0.081, -0.438, -0.073, -0.145, -0.019, -0.078, -0.088, -0.080, -0.030, -0.196, 0.006, -0.038, -0.033, -0.089, 0.056, 0.069, 0.091, 0.096, 0.116, 0.102, 0.101, 0.101, 0.105, 0.113, 0.115, 0.112, 0.121, 0.046, -0.468, -0.029, -0.150, -0.230, -0.009, -0.052, -0.048, -0.100, 0.072, -0.160, 0.020, -0.034, -0.039, -0.104, 0.052, 0.122, 0.124, 0.121, 0.111, 0.107, 0.111, 0.122, 0.113, 0.111, 0.126, -0.247, 0.001, -0.313, -0.185, 0.148, -0.180, 0.174], "e_above_lowest_kcal_mol": 2.71, "lumo_ev": -0.722}


(3)
{"formula": "C29H22IrN4O5S", "method": "wB97M-V/def2-TZVPD", "species": ["Ir", "C", "O", "C", "C", "C", "C", "C", "C", "N", "N", "C", "C", "O", "C", "C", "C", "C", "C", "C", "C", "C", "H", "H", "H", "H", "H", "H", "H", "H", "H", "H", "H", "H", "H", "O", "C", "N", "S", "O", "O", "C", "C", "C", "C", "C", "C", "H", "H", "H", "H", "C", "C", "C", "N", "C", "C", "H", "H", "H", "H", "H"], "coordinates": [[-10.58580, -4.01844, -18.17938], [-12.73388, -7.44890, -21.12089], [-11.74767, -7.00516, -20.12520], [-10.39234, -7.24528, -20.28607], [-9.82165, -8.01205, -21.29744], [-8.64047, -8.75042, -21.07249], [-7.81002, -8.36257, -20.00840], [-8.22809, -7.26059, -19.22691], [-9.56709, -6.76141, -19.29125], [-10.04714, -5.92393, -18.19579], [-9.74187, -6.54978, -17.09853], [-9.49058, -6.06640, -15.89740], [-9.56371, -4.65761, -15.60041], [-9.44518, -3.75577, -16.58274], [-9.57867, -4.30996, -14.20980], [-9.15495, -5.18023, -13.24651], [-8.89973, -6.60131, -13.58134], [-8.36882, -7.39512, -12.54062], [-8.25661, -8.75972, -12.78782], [-8.45714, -9.26458, -14.12992], [-8.90999, -8.43387, -15.15320], [-9.08139, -7.02333, -14.87492], [-12.50434, -8.48959, -21.46639], [-12.69935, -6.73959, -21.96283], [-13.72189, -7.45215, -20.68691], [-10.21687, -8.01735, -22.32694], [-8.42710, -9.62685, -21.69013], [-6.90485, -8.86581, -19.78508], [-7.61584, -6.93631, -18.36643], [-9.88285, -3.33104, -13.91078], [-9.06755, -4.90903, -12.20601], [-8.03353, -7.00270, -11.57353], [-8.05766, -9.48210, -12.02024], [-8.30656, -10.34169, -14.36908], [-9.20349, -8.87634, -16.14844], [-10.69245, -4.52716, -21.50905], [-11.74031, -4.16598, -20.91077], [-11.85904, -3.95930, -19.51664], [-13.54061, -3.48363, -18.95244], [-14.03508, -4.66922, -18.30598], [-13.84485, -2.22530, -18.34480], [-13.96842, -3.37766, -20.66987], [-14.96292, -2.53147, -21.09213], [-15.20456, -2.43535, -22.47739], [-14.38560, -3.13524, -23.39134], [-13.20725, -3.68815, -22.93636], [-13.03440, -3.81679, -21.54621], [-15.49746, -2.06209, -20.23020], [-16.05109, -1.82388, -22.86195], [-14.72491, -3.27795, -24.42656], [-12.39810, -4.00290, -23.61495], [-12.04966, 0.77071, -18.04296], [-11.81242, 0.14128, -19.27909], [-11.19008, -1.10234, -19.36422], [-10.85922, -1.77807, -18.23692], [-10.88544, -1.09419, -17.04515], [-11.61803, 0.06169, -16.91166], [-12.31037, 1.83470, -18.01854], [-11.99330, 0.69380, -20.21514], [-11.04681, -1.61778, -20.29551], [-10.43653, -1.59811, -16.16483], [-11.68255, 0.49872, -15.91785]], "forces_ev_per_angstrom": [[2.05, 2.78, 0.28], [1.04, -0.81, -0.92], [2.53, -0.54, -0.72], [-4.19, 1.29, 0.49], [1.47, -2.09, -2.24], [-0.96, 0.45, 0.05], [-1.63, 0.51, -0.62], [-1.87, 0.86, 1.32], [2.75, 0.79, 1.84], [0.37, -0.90, -0.75], [0.65, -2.37, 0.13], [0.11, 0.08, 0.86], [0.96, 0.12, 1.09], [-0.86, -0.81, 0.82], [0.32, -0.08, -0.30], [-0.46, -1.15, -0.99], [1.34, 2.50, 2.50], [-0.35, -0.76, -0.74], [-0.12, -0.39, -2.09], [-0.44, 0.07, 0.23], [-0.04, -0.22, -0.12], [-1.17, -1.12, -1.74], [-0.11, 0.96, 0.30], [0.04, -0.29, 0.27], [0.05, 0.24, 0.56], [-0.38, -0.38, 0.81], [0.23, 0.69, -0.13], [0.77, -0.33, 0.07], [-0.36, -0.10, -0.71], [0.15, 0.68, -0.07], [-0.08, 0.24, 0.01], [-0.62, 0.08, -0.43], [0.41, -0.02, 0.33], [-0.21, 0.97, 0.49], [0.65, 0.76, 1.19], [-2.68, 0.84, 2.20], [1.41, -0.68, -1.14], [-1.68, -0.04, -0.64], [-0.95, -1.69, -1.90], [0.73, 0.47, -0.28], [1.33, -0.13, 0.01], [-0.62, 1.31, 0.66], [-1.18, 0.07, 0.51], [-0.60, 0.10, 0.16], [-1.00, 0.26, 0.15], [0.70, -0.62, 0.46], [1.80, -0.52, -1.45], [-0.11, 0.01, -1.49], [0.72, -0.62, 0.41], [0.49, 0.61, 0.38], [-0.59, -0.01, 0.39], [1.18, -0.92, -0.66], [0.50, 0.92, -0.50], [-1.00, -0.04, 1.53], [0.94, 0.17, 0.87], [-1.06, -1.66, -0.35], [0.60, 1.25, 0.18], [-0.52, -0.67, 0.19], [-0.03, -0.40, 0.55], [0.05, -0.01, -0.26], [-0.42, 0.31, -0.84], [-0.04, 0.00, -0.22]], "lowdin_charge": [1.538, 0.031, -0.016, -0.172, 0.068, 0.010, 0.044, 0.079, -0.132, -0.156, 0.039, -0.121, -0.276, -0.245, 0.010, 0.036, -0.156, 0.019, 0.003, -0.036, 0.014, -0.095, 0.119, 0.104, 0.106, 0.159, 0.137, 0.125, 0.143, 0.115, 0.124, 0.137, 0.114, 0.124, 0.129, 0.062, -0.448, -0.298, 0.723, -0.259, -0.239, -0.250, -0.015, -0.004, -0.031, 0.015, -0.173, 0.143, 0.136, 0.131, 0.142, 0.002, -0.031, -0.120, -0.093, -0.095, -0.033, 0.133, 0.128, 0.110, 0.115, 0.124], "multiplicity": 6, "s2": 8.82, "e_above_lowest_kcal_mol": 30.93, "lumo_ev": [-5.867, -9.582], "charge": 2}